Entry from the Open Molecules 2025 dataset: a cluster of 7 separate species, CH15O7 in total (the ωB97M-V functional and the def2-TZVPD basis).

* orbital gap: 9.490 eV
* HOMO: -0.221 Eh
* electronic energy: -15615.3696 eV
* LUMO level: 3.5 eV
* charge: -1
* energy relative to the best compared isomer or geometry (same formula, charge and spin): 27.3 kJ/mol

Element x y z (Å)
C -0.719 0.282 2.759
O 0.494 0.952 2.399
H -1.293 0.118 1.854
H -1.305 0.870 3.471
H -0.435 -0.677 3.207
H 0.505 1.395 -0.705
H 1.648 2.161 -1.498
O 1.354 1.277 -1.283
H 0.754 0.328 -2.940
H -0.458 -0.400 -2.522
O 0.056 -0.215 -3.327
H 0.626 -2.316 0.348
H -0.738 -2.249 -0.271
O -0.188 -2.840 0.256
H -2.519 -0.823 -0.622
H -1.463 0.330 -0.611
O -1.798 -0.450 -1.140
H 1.863 -0.431 -0.229
H 1.492 -0.073 1.192
O 1.843 -0.809 0.661
H 0.251 1.563 1.676
H -1.055 2.463 -0.338
O -0.832 1.611 0.053